This record from OMol25 describes 2 unconnected molecules or ions with the total composition H4N2O2S in a non-equilibrium geometry. The level of theory is ωB97M-V/def2-TZVPD.

Geometry (Å):
N (-0.910, -1.229, 0.081)
N (1.249, 1.442, -0.395)
O (2.097, -0.264, 1.415)
O (2.184, -0.907, -1.055)
S (1.553, -0.168, 0.077)
H (-0.754, -1.708, 1.007)
H (-0.474, -1.956, -0.619)
H (0.462, 1.947, 0.048)
H (1.197, 1.645, -1.326)

Force components x, y, z for each atom (eV/Å):
0.4 -2.4 -0.6
0.1 0.0 3.3
0.2 0.7 -0.3
-0.7 1.8 1.6
0.2 -0.8 -1.7
-0.2 0.4 -0.9
-1.0 1.5 1.5
0.7 -1.0 0.3
0.2 -0.1 -3.2

Summary:
Spin multiplicity: 3
Energy relative to the best compared isomer or geometry (same formula, charge and spin), kJ/mol: 1.8
Electronic energy, eV: -17970.8546
E_HOMO (alpha / beta), eV: -8.7 / -11.3



This record from OMol25 describes a gas-phase ion, C3H9O2 (charge +1) in a non-equilibrium geometry. The level of theory is ωB97M-V/def2-TZVPD.

Geometry (Å):
C (-1.986, -0.432, 0.417)
C (0.805, 1.407, -0.158)
C (1.397, -1.066, -0.187)
O (-0.937, -0.102, -0.427)
O (0.248, 0.173, 0.220)
H (-2.534, 0.508, 0.793)
H (-1.655, -1.092, 1.226)
H (-2.640, -1.041, -0.369)
H (1.079, 1.406, -1.126)
H (0.008, 2.114, -0.029)
H (1.581, 1.574, 0.448)
H (1.301, -1.220, -1.253)
H (2.215, -0.408, 0.042)
H (1.118, -1.822, 0.404)

Force components x, y, z for each atom (eV/Å):
-2.7 -0.3 -0.1
-3.7 1.0 0.1
-0.6 4.9 -1.8
0.0 0.3 -2.8
2.3 -3.5 1.2
0.8 -1.6 -0.5
-0.2 0.1 -0.1
1.0 1.3 2.0
1.0 -0.2 -3.4
-0.1 0.6 0.2
2.9 0.7 2.5
-0.4 0.1 -0.1
0.7 -0.7 0.4
-0.8 -2.7 2.4

Summary:
Energy relative to the best compared isomer or geometry (same formula, charge and spin), kJ/mol: 336.0
Electronic energy, eV: -7339.0846
E_HOMO, eV: -15.9
Charge: +1



Copy entry 1 word for word.
This record from OMol25 describes 2 unconnected molecules or ions with the total composition H4N2O2S in a non-equilibrium geometry. The level of theory is ωB97M-V/def2-TZVPD.

Geometry (Å):
N (-0.910, -1.229, 0.081)
N (1.249, 1.442, -0.395)
O (2.097, -0.264, 1.415)
O (2.184, -0.907, -1.055)
S (1.553, -0.168, 0.077)
H (-0.754, -1.708, 1.007)
H (-0.474, -1.956, -0.619)
H (0.462, 1.947, 0.048)
H (1.197, 1.645, -1.326)

Force components x, y, z for each atom (eV/Å):
0.4 -2.4 -0.6
0.1 0.0 3.3
0.2 0.7 -0.3
-0.7 1.8 1.6
0.2 -0.8 -1.7
-0.2 0.4 -0.9
-1.0 1.5 1.5
0.7 -1.0 0.3
0.2 -0.1 -3.2

Summary:
Spin multiplicity: 3
Energy relative to the best compared isomer or geometry (same formula, charge and spin), kJ/mol: 1.8
Electronic energy, eV: -17970.8546
E_HOMO (alpha / beta), eV: -8.7 / -11.3



> Among the records above, which one has the highest energy relative to the best compared isomer or geometry (same formula, charge and spin)?

C3H9O2